89
Properties=species:S:1:pos:R:3:lowdin_spin:R:1 method="wB97M-V/def2-TZVPD" orbital_gap_ev="7.512 / 7.383" total_charge=0 homo_energy_ev="-7.6 / -7.6" e_above_lowest_ev=0.000 spin_multiplicity=2
Ti -0.254 -0.343 0.038 0.899
C 2.368 -3.152 0.492 0.000
Sb 2.877 -1.210 1.349 0.001
C 1.874 0.113 -0.036 -0.015
C 2.459 1.459 0.299 -0.001
C 1.820 2.412 1.100 0.001
C 2.417 3.637 1.334 0.000
C 3.664 3.898 0.792 0.000
C 4.252 2.896 0.038 0.000
N 3.680 1.722 -0.205 -0.001
Si 2.350 -0.334 -1.815 0.000
C 2.122 1.147 -2.949 0.001
C 4.086 -1.010 -2.060 -0.001
C 1.134 -1.622 -2.479 0.002
C 1.597 -1.063 3.232 0.002
C 0.308 -0.280 3.241 0.007
C -0.293 -0.003 4.482 -0.002
C -1.507 0.638 4.584 0.007
C -2.155 1.044 3.428 0.000
C -1.528 0.769 2.239 0.017
N -0.351 0.121 2.130 0.005
Si 1.139 -2.785 3.992 0.000
C -0.594 -3.314 3.490 0.000
C 1.100 -2.788 5.881 0.000
C 2.379 -4.146 3.594 0.000
Si 2.947 -0.265 4.376 0.000
C 4.322 -1.509 4.681 0.000
C 3.712 1.282 3.646 0.000
C 2.395 0.349 6.072 0.000
H 2.759 -3.149 -0.528 0.000
H 0.584 -4.351 0.431 -0.001
H 2.908 -3.914 1.047 0.000
H 0.856 2.193 1.535 0.001
H 1.914 4.377 1.945 0.000
H 4.172 4.839 0.952 0.000
H 5.235 3.043 -0.399 0.000
H 2.488 2.078 -2.518 0.000
H 1.068 1.272 -3.211 0.000
H 2.670 0.970 -3.879 0.000
H 4.813 -0.253 -1.764 0.000
H 4.236 -1.244 -3.118 0.000
H 4.299 -1.919 -1.494 0.000
H 0.076 -1.344 -2.383 0.000
H 1.251 -2.619 -2.056 0.000
H 1.308 -1.701 -3.557 0.000
H 0.206 -0.327 5.378 0.000
H -1.942 0.817 5.559 0.001
H -3.110 1.550 3.439 0.000
H -1.984 1.073 1.299 0.005
H -1.189 -2.516 3.043 0.000
H -1.133 -3.668 4.372 0.000
H -0.573 -4.136 2.773 0.000
H 0.338 -2.143 6.322 0.000
H 2.057 -2.570 6.355 0.000
H 0.832 -3.814 6.151 0.000
H 2.041 -4.777 2.774 0.000
H 2.458 -4.783 4.478 0.000
H 3.384 -3.786 3.368 0.000
H 4.810 -1.827 3.759 0.000
H 3.996 -2.398 5.222 0.000
H 5.078 -1.011 5.294 0.000
H 4.151 1.173 2.654 0.000
H 4.509 1.594 4.327 0.000
H 2.983 2.092 3.606 0.000
H 1.909 -0.385 6.713 0.000
H 1.754 1.229 5.996 0.000
H 3.311 0.666 6.579 0.000
N -0.401 2.861 -1.212 0.020
C -0.383 1.813 -0.704 0.018
H -0.763 3.576 -1.809 0.001
C -4.285 -1.408 1.007 0.000
Si -4.297 -0.193 -0.417 0.001
C -4.757 1.502 0.263 0.000
C -5.621 -0.707 -1.633 0.000
Se -2.360 -0.016 -1.581 -0.010
H -5.228 -1.316 1.554 0.000
H -3.469 -1.236 1.710 0.000
H -4.206 -2.434 0.648 0.000
H -5.726 1.460 0.769 0.000
H -4.828 2.227 -0.550 0.000
H -4.023 1.882 0.978 0.000
H -6.600 -0.744 -1.148 0.000
H -5.401 -1.697 -2.038 0.000
H -5.677 -0.006 -2.468 0.000
N -2.375 -4.550 0.056 0.015
C -1.828 -3.540 0.199 0.003
N -1.177 -2.390 0.365 0.029
C 0.135 -2.365 0.460 -0.002
N 0.943 -3.405 0.515 -0.005